# 1
{"formula": "C23H20N10O2RuS", "method": "the ωB97M-V functional and the def2-TZVPD basis", "symbols": ["Ru", "S", "C", "N", "N", "C", "C", "C", "C", "C", "C", "N", "N", "C", "C", "C", "C", "C", "C", "H", "H", "H", "H", "H", "H", "H", "H", "H", "H", "H", "N", "N", "C", "N", "N", "N", "O", "O", "H", "H", "H", "H", "H", "N", "C", "C", "C", "C", "C", "C", "C", "C", "C", "H", "H", "H", "H"], "xyz": [[-0.11491, -0.11982, -0.65047], [1.61597, 0.12216, -2.04375], [1.75763, 1.87944, -1.92509], [2.70547, 2.67756, -2.35622], [3.79372, 2.31479, -2.94535], [4.19389, 1.00370, -3.37088], [3.75426, 0.51191, -4.59023], [4.13480, -0.76281, -4.97861], [4.95009, -1.52706, -4.15486], [5.40349, -1.01470, -2.94601], [5.03003, 0.25899, -2.55140], [0.73914, 2.59204, -1.35738], [-0.15959, 1.93552, -0.76467], [-1.28605, 2.74615, -0.37991], [-1.99651, 2.43047, 0.77134], [-3.09340, 3.20423, 1.12378], [-3.47853, 4.27567, 0.33174], [-2.75987, 4.58521, -0.81549], [-1.66018, 3.82506, -1.17672], [4.39863, 3.09490, -3.15468], [3.11728, 1.11889, -5.22008], [3.79968, -1.15828, -5.92794], [5.24514, -2.52123, -4.46286], [6.04820, -1.60611, -2.31030], [5.36545, 0.66928, -1.60754], [-1.66920, 1.61559, 1.39861], [-3.63942, 2.97580, 2.02961], [-4.33492, 4.87469, 0.61096], [-3.05800, 5.42233, -1.43213], [-1.08922, 4.05546, -2.06480], [-2.02815, -0.46263, -1.41096], [-2.21388, -1.84177, -1.65487], [-1.28344, -2.73924, -1.21869], [-1.62271, -4.01897, -1.26811], [-0.13389, -2.21247, -0.82610], [0.86078, -3.02760, -0.27290], [0.73950, -4.24176, -0.32193], [1.78383, -2.43056, 0.20239], [-2.69278, -0.12853, -0.71184], [-2.16932, 0.05154, -2.27774], [-3.16683, -2.14350, -1.78720], [-2.52249, -4.31111, -1.60683], [-0.92272, -4.69501, -0.99342], [-2.44114, -1.95494, 8.89378], [-2.19452, -1.74705, 7.79151], [-1.88971, -1.48758, 6.41042], [-1.53902, -0.20081, 6.00775], [-1.25112, 0.04604, 4.67933], [-1.30793, -0.98717, 3.73956], [-1.65643, -2.27507, 4.15606], [-1.94689, -2.52608, 5.48277], [-1.00753, -0.72325, 2.36523], [-0.73245, -0.46057, 1.20681], [-1.49321, 0.59530, 6.73774], [-0.97343, 1.04086, 4.35809], [-1.69187, -3.07689, 3.43124], [-2.21577, -3.52099, 5.80928]], "forces_ev_per_angstrom": [[-0.33, -0.04, -0.26], [0.18, 0.01, 0.28], [0.21, -0.11, -0.29], [0.00, -0.06, 0.05], [-0.22, 0.14, 0.02], [0.13, -0.22, 0.11], [-0.01, 0.05, 0.01], [0.01, -0.02, 0.00], [0.02, 0.02, 0.02], [0.00, -0.04, -0.05], [-0.06, 0.05, 0.01], [-0.12, 0.18, 0.22], [0.12, -0.01, -0.08], [0.00, 0.00, 0.03], [-0.01, 0.07, -0.04], [0.00, 0.01, -0.01], [-0.03, 0.02, 0.02], [0.01, -0.01, -0.01], [-0.03, -0.05, 0.01], [-0.01, 0.01, -0.04], [-0.01, 0.02, 0.00], [0.00, 0.01, 0.00], [0.00, 0.00, 0.00], [0.00, -0.01, -0.01], [-0.01, 0.01, 0.00], [-0.01, -0.02, 0.00], [0.00, -0.01, 0.00], [0.00, 0.00, 0.00], [0.01, 0.00, 0.00], [-0.01, 0.01, -0.01], [0.05, 0.04, 0.26], [-0.16, 0.12, -0.07], [-0.05, -0.18, 0.00], [0.02, 0.03, 0.00], [0.00, 0.02, 0.10], [0.01, 0.10, -0.03], [0.07, -0.04, 0.03], [-0.01, -0.03, 0.00], [0.01, 0.00, 0.02], [0.02, -0.01, -0.01], [0.02, -0.04, 0.00], [-0.01, 0.01, 0.00], [-0.02, -0.01, -0.01], [0.00, 0.00, 0.00], [0.00, 0.00, 0.01], [0.00, -0.01, -0.01], [0.01, 0.01, -0.01], [-0.01, 0.01, 0.00], [-0.02, 0.00, -0.03], [0.00, -0.01, 0.01], [0.00, 0.00, -0.01], [0.04, -0.08, 0.04], [0.21, 0.04, -0.25], [0.00, 0.00, 0.00], [0.00, 0.00, 0.00], [0.00, 0.00, 0.00], [0.00, 0.00, 0.00]], "spin_multiplicity": 2, "relative_energy_kj_mol": 34.0, "total_energy_ha": -2079.13179, "total_charge": 1, "gap_ev": [6.88, 6.30], "s2": 0.774}



# 2
{"formula": "C23H20N6O2S", "method": "the ωB97M-V functional and the def2-TZVPD basis", "symbols": ["C", "H", "H", "O", "C", "C", "C", "C", "C", "C", "C", "N", "N", "C", "N", "N", "C", "C", "C", "O", "N", "C", "C", "C", "C", "N", "C", "H", "H", "H", "H", "H", "C", "C", "C", "C", "C", "S", "H", "H", "H", "H", "C", "H", "H", "H", "H", "H", "H", "H", "H", "H"], "xyz": [[3.47535, -0.96948, 4.15779], [4.49321, -1.36227, 4.05898], [3.50708, 0.11866, 4.13459], [2.66492, -1.34245, 3.07178], [2.44490, -2.65525, 2.83460], [2.96386, -3.68989, 3.60750], [2.69335, -5.01130, 3.29523], [1.90144, -5.32844, 2.20604], [1.37948, -4.31211, 1.43002], [1.63687, -2.97744, 1.72575], [1.06685, -1.95365, 0.87505], [1.18729, -0.65456, 1.06074], [0.50006, -0.11274, 0.04428], [0.00331, -1.10375, -0.72062], [0.32775, -2.27550, -0.23370], [-0.74359, -0.80587, -1.82303], [-1.16761, 0.49095, -2.02782], [-0.69844, 1.49710, -1.26239], [-1.06749, 2.91801, -1.44331], [-0.24605, 3.80114, -1.57840], [-2.40488, 3.23495, -1.47486], [-3.52415, 2.50999, -1.07990], [-4.76874, 2.83748, -1.62053], [-5.88574, 2.12301, -1.22916], [-5.72484, 1.10374, -0.30205], [-4.55597, 0.80761, 0.23944], [-3.48994, 1.48965, -0.12431], [-2.56998, 1.21984, 0.37391], [-6.56172, 0.50768, 0.03376], [-6.85856, 2.35474, -1.63368], [-4.84910, 3.64316, -2.33710], [-2.58114, 4.19100, -1.76410], [0.42680, 1.29425, -0.25787], [1.73206, 1.77243, -0.82473], [2.32550, 1.37138, -1.98331], [3.56358, 2.00866, -2.21035], [3.88769, 2.87978, -1.22092], [2.69140, 2.93800, 0.00720], [4.76000, 3.49714, -1.13801], [4.17993, 1.82591, -3.07247], [1.89333, 0.64775, -2.65244], [0.22579, 1.84252, 0.67235], [-2.13552, 0.64143, -3.15947], [-2.20254, 1.67343, -3.48742], [-3.12770, 0.30163, -2.86020], [-1.80767, 0.03159, -4.00020], [-1.15776, -1.56829, -2.33347], [0.75909, -4.52548, 0.57406], [1.69313, -6.35971, 1.96497], [3.10865, -5.79471, 3.91245], [3.58532, -3.47348, 4.46244], [3.05117, -1.29819, 5.11290]], "forces_ev_per_angstrom": [[0.15, 0.03, 0.19], [-0.06, 0.00, 0.00], [0.03, -0.07, 0.04], [-0.06, -0.28, -0.07], [-0.10, -0.20, -0.14], [0.13, 0.21, 0.17], [-0.06, -0.03, -0.08], [0.04, -0.14, 0.06], [0.06, 0.19, 0.08], [0.29, -0.16, 0.45], [-0.39, 0.79, -0.62], [0.42, 0.32, 0.59], [-0.77, -0.83, -0.57], [0.40, 0.00, 0.72], [-0.24, -0.11, -0.44], [-0.14, -0.13, -0.24], [0.04, 0.41, -0.01], [0.24, -0.39, 0.04], [-0.14, 0.00, -0.25], [0.09, 0.03, 0.08], [-0.06, 0.58, -0.19], [-0.63, -0.31, 0.17], [0.25, -0.14, 0.11], [0.10, -0.04, 0.11], [-0.32, 0.08, -0.18], [-0.05, -0.36, 0.27], [0.25, 0.33, -0.06], [0.08, 0.06, 0.01], [-0.14, 0.00, -0.03], [-0.09, 0.01, -0.02], [0.00, 0.05, -0.09], [0.16, -0.13, 0.10], [0.16, 0.34, -0.08], [0.43, 0.31, 0.21], [-0.24, 0.02, 0.27], [0.14, 0.07, 0.00], [-0.11, 0.14, 0.30], [0.00, -0.38, -0.48], [0.20, 0.11, -0.03], [0.13, 0.00, -0.12], [-0.13, -0.14, -0.12], [-0.07, -0.15, -0.11], [0.03, 0.01, 0.05], [-0.03, 0.00, -0.03], [-0.07, -0.02, 0.01], [0.02, -0.02, -0.07], [0.02, 0.05, 0.05], [-0.05, -0.03, -0.07], [-0.02, -0.08, -0.03], [0.03, -0.05, 0.05], [0.04, 0.06, 0.05], [0.02, 0.00, -0.05]], "relative_energy_kj_mol": 15.5, "total_energy_ha": -1765.67325, "smiles": "COc1ccccc1-c1nc2n(n1)[C@@H](c1cccs1)C(C(=O)Nc1cccnc1)=C(C)N2", "total_charge": 0, "gap_ev": 8.42}



# 3
{"formula": "C23H20N6O4SV", "method": "the ωB97M-V functional and the def2-TZVPD basis", "symbols": ["V", "N", "C", "S", "N", "N", "C", "C", "C", "C", "C", "C", "N", "H", "H", "H", "H", "H", "H", "H", "O", "C", "C", "C", "C", "C", "C", "C", "N", "N", "C", "O", "C", "C", "C", "C", "C", "C", "H", "H", "H", "H", "H", "H", "H", "H", "H", "H", "C", "C", "O", "O", "H", "H", "H"], "xyz": [[0.29101, 0.23573, -0.16043], [1.41107, -3.22805, -3.50304], [1.60468, -2.17769, -2.69758], [2.83179, -2.15560, -1.61669], [0.63686, -1.22057, -2.88662], [0.93353, -0.12285, -2.20060], [1.66077, 0.89472, -2.63062], [1.30061, 2.22502, -2.18083], [1.58904, 3.44559, -2.84987], [1.10511, 4.61474, -2.25167], [0.33010, 4.51465, -1.04527], [0.07734, 3.26918, -0.49257], [0.57689, 2.16094, -1.01237], [2.14270, -3.90666, -3.66144], [0.49994, -3.32642, -3.97447], [2.37155, 0.75553, -3.45446], [2.09928, 3.42294, -3.82135], [1.30247, 5.61817, -2.66792], [-0.04112, 5.42202, -0.56415], [-0.52870, 3.11282, 0.43982], [2.05640, 0.53057, 0.63578], [2.37316, 1.21496, 1.71629], [3.68984, 1.64077, 1.88142], [4.02907, 2.49851, 2.89552], [3.11796, 2.90656, 3.87599], [1.78768, 2.48124, 3.73926], [1.39863, 1.63916, 2.68838], [0.04745, 1.20714, 2.56581], [-0.29366, 0.21401, 1.77439], [-1.07693, -0.81320, 2.06660], [-0.79394, -1.83864, 1.26452], [0.13976, -1.70789, 0.36138], [-1.72575, -2.96575, 1.28459], [-2.67420, -3.08179, 2.28091], [-3.64356, -4.09655, 2.20497], [-3.64991, -4.97057, 1.11649], [-2.64748, -4.91339, 0.16915], [-1.67250, -3.93389, 0.28217], [4.41612, 1.30679, 1.13225], [5.02827, 2.87292, 2.92612], [3.39757, 3.60373, 4.65415], [1.06771, 2.70936, 4.51937], [-0.75535, 1.66266, 3.18327], [-2.75658, -2.33603, 3.04922], [-4.45977, -4.20749, 2.94340], [-4.48575, -5.65415, 1.06188], [-2.54367, -5.63051, -0.62290], [-0.93670, -3.85715, -0.50258], [-3.20735, 0.04497, -2.30553], [-2.64032, -0.12470, -0.89152], [-3.24432, -0.65369, 0.02678], [-1.49381, 0.42146, -0.79105], [-2.99950, 1.08482, -2.62468], [-4.25899, -0.14439, -2.29465], [-2.78449, -0.66406, -3.03502]], "forces_ev_per_angstrom": [[1.47, -1.98, 0.95], [-1.12, -2.22, -1.80], [-2.55, 1.93, -0.83], [1.83, 0.04, 0.86], [2.94, -2.00, -0.33], [-0.13, 4.03, 1.10], [-0.81, -2.15, -1.09], [-0.10, -0.11, 1.55], [-0.61, -0.38, 0.72], [-0.54, -0.28, 0.96], [0.70, 0.55, -1.16], [-0.35, 0.21, 0.80], [0.47, 0.76, -1.07], [-0.41, 0.25, 0.43], [1.07, 0.19, 0.33], [-0.41, 0.09, -0.11], [-0.10, 0.09, 0.59], [-0.11, -0.71, 0.13], [0.07, -0.34, -0.17], [0.66, 0.32, -0.93], [-0.13, 0.48, 0.22], [0.01, -0.04, -0.46], [-0.20, -0.45, -0.69], [0.25, 0.52, 1.04], [-0.83, -0.21, -0.85], [1.05, 0.12, 0.40], [-0.58, 0.05, -0.57], [-0.99, 1.00, 1.43], [1.08, -0.17, -2.06], [-0.66, -1.46, 0.81], [-0.40, 2.26, 0.43], [-0.43, -0.41, -0.83], [0.86, -0.26, -0.13], [-1.62, -0.91, 0.30], [0.15, 0.40, -0.13], [-0.50, -0.10, 0.65], [0.49, 0.30, 0.45], [-0.23, 0.02, -0.45], [-0.23, 0.20, 0.25], [0.70, 0.19, 0.15], [0.10, -0.05, 0.13], [-0.12, 0.14, -0.13], [0.58, -0.32, 0.35], [0.26, 0.19, 0.17], [0.63, 0.32, -0.33], [0.08, -0.36, -0.21], [-0.30, -0.23, -0.34], [0.33, 0.17, 0.08], [0.23, 0.14, -0.14], [-0.48, -0.15, 0.19], [-0.61, -0.11, -0.60], [0.19, 0.72, -0.50], [-0.09, -0.60, -0.01], [-0.85, 0.01, 0.05], [0.30, 0.31, 0.40]], "spin_multiplicity": 4, "relative_energy_kj_mol": 169.4, "total_energy_ha": -2860.17469, "total_charge": -2, "gap_ev": [3.37, 5.21], "s2": 3.800}



# 4
{"formula": "C23H21BN5O3S2Sr", "method": "the ωB97M-V functional and the def2-TZVPD basis", "symbols": ["Sr", "O", "C", "C", "C", "C", "C", "C", "C", "O", "N", "N", "C", "C", "C", "C", "C", "C", "C", "O", "H", "H", "H", "H", "H", "H", "H", "H", "H", "H", "C", "C", "N", "C", "C", "S", "C", "C", "S", "C", "N", "C", "H", "H", "H", "H", "H", "H", "H", "H", "B", "C", "N", "H", "H", "H"], "xyz": [[-0.28794, 0.05197, -0.99421], [1.38561, 2.09009, 4.31711], [0.06294, 2.31799, 4.32917], [-0.50497, 2.79558, 5.51324], [-1.86069, 3.04900, 5.59199], [-2.68335, 2.82845, 4.49159], [-2.12518, 2.34553, 3.32136], [-0.76160, 2.08018, 3.21201], [-0.25578, 1.51558, 1.91609], [-1.10709, 1.15534, 1.05021], [1.05976, 1.40575, 1.84495], [1.51379, 0.77948, 0.68940], [2.78885, 0.76500, 0.56272], [3.57840, 0.13581, -0.48339], [4.96676, 0.18654, -0.28590], [5.86843, -0.39554, -1.15160], [5.36731, -1.06316, -2.27041], [4.01418, -1.13004, -2.50616], [3.05721, -0.53037, -1.64417], [1.80332, -0.59876, -1.92240], [1.59442, 1.77832, 3.38126], [0.15265, 2.96116, 6.35714], [-2.28040, 3.42378, 6.51820], [-3.74465, 3.03286, 4.54668], [-2.73606, 2.15373, 2.44894], [3.37608, 1.25679, 1.34390], [5.33500, 0.70543, 0.59354], [6.93265, -0.33629, -0.96627], [6.05059, -1.53332, -2.96970], [3.62752, -1.63964, -3.38070], [-0.69598, -1.52296, 2.76164], [-1.41560, -2.35203, 1.75413], [-1.32736, -2.19692, 0.46595], [-2.08463, -3.13143, -0.20885], [-2.77885, -3.99117, 0.58030], [-2.45593, -3.64482, 2.22511], [-2.05181, -3.13182, -1.67292], [-2.49961, -4.10082, -2.51697], [-2.18075, -3.64061, -4.13641], [-1.46028, -2.17726, -3.58943], [-1.47351, -2.05661, -2.29585], [-0.85796, -1.16047, -4.49865], [0.13959, -1.01452, 2.28628], [-0.31414, -2.14429, 3.57191], [-1.35590, -0.76491, 3.18626], [-3.44203, -4.78366, 0.27861], [-2.96181, -5.04038, -2.26743], [-0.88242, -1.48745, -5.53649], [0.17920, -0.98770, -4.20120], [-1.39132, -0.21205, -4.41501], [-2.41818, 3.26219, -4.58767], [-1.60470, 2.50327, -3.45632], [-1.03807, 1.90918, -2.64051], [-1.78489, 3.15053, -5.61851], [-2.53348, 4.42160, -4.25543], [-3.49731, 2.70781, -4.66715]], "forces_ev_per_angstrom": [[-0.11, 0.11, -0.14], [0.01, -0.07, -0.16], [-0.01, -0.02, -0.02], [0.02, -0.01, -0.02], [-0.01, 0.01, -0.01], [-0.01, 0.00, 0.01], [0.00, -0.02, 0.01], [-0.01, 0.03, -0.05], [-0.03, 0.05, 0.24], [0.21, -0.09, -0.10], [0.05, 0.01, 0.16], [0.00, -0.06, -0.16], [-0.03, -0.04, 0.05], [0.06, -0.06, -0.08], [0.03, -0.03, -0.05], [0.00, 0.04, 0.07], [-0.05, -0.04, -0.07], [0.01, 0.03, -0.03], [0.03, 0.08, 0.15], [-0.15, 0.01, 0.16], [-0.04, 0.09, 0.07], [-0.01, 0.01, 0.01], [0.00, 0.00, 0.00], [0.00, 0.00, 0.01], [0.01, 0.00, -0.01], [-0.03, 0.00, 0.02], [-0.01, 0.00, 0.01], [0.00, 0.00, 0.00], [0.00, 0.00, 0.01], [-0.01, 0.00, 0.00], [0.02, -0.04, 0.04], [0.04, 0.06, -0.02], [0.03, -0.04, 0.02], [-0.10, -0.08, 0.05], [0.06, 0.05, 0.06], [-0.02, -0.02, -0.04], [-0.01, -0.04, -0.11], [0.04, 0.09, 0.03], [-0.01, -0.02, 0.03], [0.02, 0.00, 0.00], [0.08, 0.22, -0.05], [-0.01, -0.03, -0.07], [0.01, 0.01, 0.00], [-0.03, 0.00, 0.01], [0.00, 0.02, -0.03], [-0.01, -0.01, 0.01], [-0.01, -0.01, -0.02], [0.00, 0.00, 0.00], [0.00, 0.00, 0.01], [0.00, 0.00, 0.00], [0.09, -0.06, 0.04], [-0.08, -0.02, -0.01], [-0.01, -0.17, 0.02], [-0.01, 0.01, -0.03], [-0.01, 0.02, -0.01], [-0.03, 0.00, -0.02]], "relative_energy_kj_mol": 0.0, "total_energy_ha": -2240.75798, "total_charge": -1, "gap_ev": 6.50}